1.
This record from the Open Molecules 2025 dataset describes an isolated molecule of C22H17F3N2O4. The level of theory is ωB97M-V/def2-TZVPD.

Summary:
* total charge: 0
* strongest force on any atom: 0.062 Eh/bohr
* molecular weight: 430.382 g mol⁻¹
* 2S+1: 1
* HOMO: -8.4 eV

Positions of all 48 atoms, in Å:
O -3.57 -5.14 1.72
C -3.74 -3.94 1.67
O -4.89 -3.35 2.09
C -2.58 -3.08 1.27
C -1.34 -3.64 0.95
C -0.24 -2.82 0.66
C -0.36 -1.42 0.59
C 0.78 -0.51 0.28
N 0.50 0.84 0.12
C 1.62 1.45 -0.07
C 1.80 2.91 -0.05
O 2.92 3.39 -0.33
C 0.63 3.80 0.18
C -0.50 3.60 -0.65
C -1.56 4.47 -0.64
C -1.61 5.54 0.27
C -0.50 5.75 1.11
C 0.60 4.85 1.10
C 1.69 5.07 2.15
F 2.78 5.65 1.55
F 1.26 5.94 3.11
F 1.99 3.90 2.70
N 2.63 0.52 -0.26
C 2.11 -0.74 0.07
C 3.04 -1.96 0.13
C 4.53 -1.56 0.14
C 4.85 -0.49 -0.93
C 4.05 0.79 -0.64
C -1.61 -0.86 0.92
C -2.68 -1.68 1.27
O -3.82 -1.09 1.65
H -5.47 -4.06 2.40
H -1.21 -4.71 0.97
H 0.74 -3.18 0.40
H -0.54 2.74 -1.30
H -2.39 4.31 -1.32
H -2.50 6.13 0.25
H -0.58 6.59 1.79
H 2.81 -2.54 1.03
H 2.88 -2.58 -0.78
H 4.77 -1.21 1.16
H 5.14 -2.43 -0.05
H 4.62 -0.85 -1.92
H 5.90 -0.16 -0.87
H 4.51 1.30 0.21
H 4.12 1.45 -1.51
H -1.71 0.21 0.92
H -4.47 -1.81 1.88

2.
This record from the Open Molecules 2025 dataset describes a cluster of 2 separate species, C22H17F4 in total. The level of theory is ωB97M-V/def2-TZVPD.

Summary:
* total charge: +1
* strongest force on any atom: 0.053 Eh/bohr
* molecular weight: 357.370 g mol⁻¹
* 2S+1: 1
* HOMO: -11.3 eV

Positions of all 43 atoms, in Å:
F -4.06 0.40 4.07
C -3.70 -0.56 3.13
C -4.20 -1.85 3.29
C -3.85 -2.78 2.28
F -4.35 -4.06 2.40
C -3.03 -2.43 1.21
C -2.52 -1.12 1.09
C -1.66 -0.79 -0.02
C -1.04 0.42 -0.16
C -0.16 0.65 -1.33
C 0.06 2.13 -1.55
C -0.11 2.74 -2.80
C 0.15 4.11 -2.99
F 0.00 4.69 -4.25
C 0.60 4.94 -1.95
C 0.74 4.32 -0.70
F 1.20 5.09 0.37
C 0.47 2.97 -0.49
C -2.88 -0.17 2.08
H -4.87 -2.10 4.11
H -2.76 -3.17 0.45
H -1.51 -1.56 -0.74
H -1.06 1.12 0.68
H -0.59 0.26 -2.22
H -0.46 2.13 -3.63
H 0.87 5.99 -2.10
H 0.51 2.53 0.50
H -2.53 0.85 1.99
H 0.83 0.14 -1.20
C 2.35 -0.71 -1.20
C 2.81 -0.15 -0.01
C 3.42 -0.81 1.06
C 3.60 -2.20 1.22
C 3.12 -3.25 0.42
C 2.34 -3.17 -0.75
C 1.96 -2.03 -1.45
H 2.68 -0.16 -2.12
H 2.78 0.94 0.07
H 3.87 -0.22 1.87
H 4.19 -2.49 2.13
H 3.36 -4.29 0.75
H 2.07 -4.16 -1.15
H 1.37 -2.21 -2.36

3.
This record from the Open Molecules 2025 dataset describes a structure of composition C22H17FeNO13. The level of theory is ωB97M-V/def2-TZVPD.

Summary:
* total charge: -4
* <S²>: 6.01
* strongest force on any atom: 0.083 Eh/bohr
* molecular weight: 559.217 g mol⁻¹
* 2S+1: 5
* HOMO (alpha / beta): 3.7 / 3.7 eV

Positions of all 54 atoms, in Å:
Fe -0.29 -0.39 0.03
C -0.53 2.07 3.17
C -0.67 3.41 3.63
C 0.55 4.39 3.37
O 0.25 5.58 3.43
C 1.83 3.82 2.98
C 1.92 2.49 2.68
C 0.66 1.66 2.62
O 0.61 0.49 2.05
O 3.08 1.96 2.51
O -1.71 3.97 4.02
H -1.39 1.42 3.17
H 2.70 4.45 3.10
C 2.98 -1.17 -2.58
C 4.12 -1.63 -3.31
C 5.18 -2.58 -2.56
O 6.14 -2.96 -3.23
C 4.87 -2.92 -1.19
C 3.72 -2.43 -0.55
C 2.78 -1.49 -1.25
O 1.82 -0.91 -0.63
O 3.55 -2.87 0.63
O 4.40 -1.29 -4.47
H 2.28 -0.48 -3.02
H 5.53 -3.58 -0.65
C -1.80 3.49 -0.35
C -1.61 2.11 -0.42
C -2.67 1.19 0.29
O -2.23 0.02 0.49
C -3.88 1.76 0.80
C -4.03 3.13 0.76
C -2.92 4.02 0.26
O -2.80 5.23 0.62
O -5.18 3.58 1.04
O -0.53 1.55 -0.77
H -0.98 4.10 -0.71
H -4.72 1.12 1.04
C -2.55 -3.57 -0.07
C -1.05 -3.23 -0.23
C -0.71 -2.72 -1.62
O -0.99 -1.33 -1.67
C -0.87 -0.82 -2.96
N -0.64 -2.33 0.91
H -3.13 -2.65 0.07
H -2.67 -4.15 0.85
H -2.98 -4.06 -0.94
H -0.55 -4.19 -0.06
H -1.36 -3.19 -2.37
H 0.34 -2.90 -1.85
H -1.55 -1.22 -3.71
H 0.12 -1.04 -3.40
H -0.81 0.27 -2.98
H -0.12 -2.88 1.59
H -1.51 -2.30 1.44

4.
This record from the Open Molecules 2025 dataset describes a structure of composition C22H17MnN2O5. The level of theory is ωB97M-V/def2-TZVPD.

Summary:
* total charge: 0
* <S²>: 6.04
* strongest force on any atom: 0.039 Eh/bohr
* molecular weight: 444.325 g mol⁻¹
* 2S+1: 5
* HOMO (alpha / beta): -8.1 / -8.2 eV

Positions of all 47 atoms, in Å:
Mn 0.69 -0.31 -1.10
O 0.99 -3.13 3.51
C -0.31 -3.23 3.10
C -1.16 -3.87 4.00
C -2.49 -3.97 3.67
C -3.02 -3.51 2.45
C -2.15 -2.91 1.57
C -0.79 -2.68 1.92
C 0.08 -1.92 1.01
O -0.41 -1.54 -0.15
N 1.29 -1.57 1.37
N 1.89 -0.83 0.38
C 3.04 -0.28 0.66
C 3.73 0.62 -0.21
C 4.83 1.34 0.23
C 5.53 2.23 -0.53
C 5.10 2.42 -1.84
C 4.05 1.74 -2.37
C 3.26 0.93 -1.51
O 2.13 0.44 -2.03
H 1.47 -2.55 2.87
H -0.69 -4.26 4.90
H -3.18 -4.38 4.43
H -4.09 -3.52 2.26
H -2.49 -2.56 0.61
H 3.41 -0.54 1.64
H 5.23 1.12 1.22
H 6.40 2.69 -0.10
H 5.71 2.98 -2.53
H 3.76 1.83 -3.38
C -1.75 2.68 0.85
C -1.25 1.78 -0.22
O -0.10 1.36 -0.10
C -2.10 1.48 -1.38
C -3.35 2.13 -1.50
C -4.17 2.01 -2.57
C -3.68 1.23 -3.65
C -2.46 0.67 -3.60
C -1.64 0.71 -2.46
O -0.52 -0.01 -2.48
H -0.97 2.78 1.57
H -2.65 2.27 1.29
H -1.94 3.69 0.46
H -3.65 2.77 -0.67
H -5.18 2.44 -2.56
H -4.27 1.17 -4.54
H -2.15 0.09 -4.47